# 1
Here is a structure of composition C59H55GeI5N7Ti from the OMol25 dataset. Energies are from the ωB97M-V functional and the def2-TZVPD basis.

```
128
Properties=species:S:1:pos:R:3:forces:R:3:mulliken_charge:R:1
Ti -0.0572 -0.2140 0.1406 -1.050 2.341 0.715 -1.488
I -1.8042 3.9917 -7.7347 0.007 0.010 -0.078 0.137
C -1.0123 2.6586 -6.3543 -0.014 0.019 -0.067 -0.139
C -1.6564 1.4584 -6.0985 0.035 -0.139 0.121 -0.995
C -1.1758 0.6169 -5.1068 -0.068 -0.060 -0.014 -0.308
C -0.0322 0.9341 -4.3590 0.122 -0.176 -0.063 1.445
C 0.6161 2.1364 -4.6721 0.046 0.038 -0.035 -0.432
C 0.1400 2.9870 -5.6565 0.082 -0.062 0.089 -1.181
C 0.3541 0.1235 -3.1786 0.280 -0.095 -0.067 0.793
C -0.4189 -1.0175 -2.7888 -0.311 0.143 0.100 -0.330
C -0.7754 -2.0921 -3.6545 -0.064 0.155 -0.137 -1.379
C -1.3423 -3.0515 -2.8781 -0.026 -0.189 0.110 -1.110
C -1.3983 -2.5390 -1.5466 -0.184 0.170 -0.043 -0.936
C -2.1237 -3.0608 -0.4864 0.032 -0.092 0.150 1.672
C -2.7562 -4.4044 -0.5907 -0.036 0.078 -0.024 0.240
C -3.6480 -4.7310 -1.6089 -0.137 0.027 0.015 0.205
C -4.1896 -6.0058 -1.6989 0.041 0.105 -0.041 -0.895
C -3.8235 -6.9726 -0.7749 0.011 -0.055 0.013 -0.177
I -4.5989 -8.8977 -0.9336 -0.024 -0.020 0.009 0.121
C -2.9330 -6.6713 0.2462 0.042 0.148 0.047 -0.777
C -2.4112 -5.3880 0.3394 0.012 -0.056 -0.054 -0.273
C -2.1843 -2.3997 0.7460 -0.163 -0.004 0.010 -1.074
N -1.3058 -1.4323 1.1456 0.007 -0.573 0.666 1.740
C -1.4725 -1.2995 2.5100 0.168 -0.531 0.067 0.345
C -0.4263 -0.9203 3.3627 0.159 -0.599 -0.041 1.108
C -0.6143 -1.1258 4.8301 -0.176 0.210 -0.050 -0.148
C -1.5195 -0.3505 5.5507 -0.014 0.099 0.051 0.169
C -1.7576 -0.6029 6.8964 0.024 0.023 -0.113 -0.954
C -1.0912 -1.6448 7.5242 -0.008 -0.052 0.022 -0.238
I -1.4773 -2.0569 9.5289 0.011 0.007 0.024 0.117
C -0.1868 -2.4313 6.8231 0.010 0.046 -0.167 -0.891
C 0.0485 -2.1665 5.4798 0.014 -0.037 0.058 -0.281
C 0.8665 -0.7142 2.8759 -0.037 -0.149 -0.040 0.279
C 2.0288 -0.5349 3.6912 -0.082 0.075 0.116 -1.498
C 3.1115 -0.6192 2.8825 0.109 -0.102 -0.141 -1.961
C 2.6408 -0.8193 1.5355 -0.196 0.088 0.107 0.428
N 1.2610 -0.8133 1.5479 0.555 -0.192 0.522 1.634
C 3.4294 -0.8560 0.3623 0.215 0.054 0.008 0.529
C 2.9056 -0.2794 -0.8162 0.004 -0.134 -0.036 -0.513
C 3.6601 0.4016 -1.8429 0.057 0.055 0.100 -1.690
C 2.7851 0.8251 -2.7842 -0.096 0.124 -0.041 -1.654
C 1.4843 0.3480 -2.3853 -0.211 -0.062 0.012 0.584
N 1.5805 -0.2252 -1.1329 0.862 -0.094 -0.252 1.002
C 4.7907 -1.4737 0.3207 -0.092 0.127 0.016 1.238
C 5.4522 -1.9869 1.4465 0.004 0.031 -0.035 -0.389
C 6.7158 -2.5480 1.3646 -0.088 0.046 0.062 -1.050
C 7.3550 -2.6442 0.1394 0.063 -0.074 -0.014 -0.091
I 9.2694 -3.4406 0.0162 0.031 -0.023 0.001 0.130
C 6.6843 -2.2624 -1.0090 -0.153 0.072 -0.044 -0.943
C 5.4160 -1.7107 -0.9138 0.036 -0.056 -0.032 -0.647
C -2.6411 -2.0196 2.9151 -0.028 -0.029 0.074 -2.021
C -3.0612 -2.7223 1.8313 -0.133 -0.057 0.002 -1.613
N -0.7794 -1.2973 -1.5008 0.241 -0.225 -0.583 1.729
H -2.5433 1.1802 -6.6532 0.012 0.032 0.046 0.417
H -1.7232 -0.2960 -4.9051 -0.023 0.155 0.015 0.255
H 1.5014 2.4388 -4.1337 -0.113 0.074 0.035 0.287
H 0.6629 3.9103 -5.8691 -0.032 -0.013 0.040 0.406
H -0.5490 -2.1497 -4.7094 -0.040 0.036 0.094 0.789
H -1.7031 -4.0179 -3.1951 0.082 0.050 0.057 0.820
H -3.9442 -3.9778 -2.3309 0.038 -0.081 0.082 0.091
H -4.8910 -6.2392 -2.4896 0.022 -0.003 0.026 0.420
H -2.6433 -7.4268 0.9660 -0.018 0.037 -0.058 0.399
H -1.6994 -5.1563 1.1241 -0.056 -0.007 -0.020 0.523
H -2.0416 0.4641 5.0569 0.019 -0.089 0.027 0.386
H -2.4638 0.0045 7.4475 0.032 -0.005 -0.026 0.442
H 0.3178 -3.2563 7.3093 -0.009 0.051 -0.007 0.406
H 0.7365 -2.7948 4.9225 -0.053 0.047 0.045 0.537
H 2.0234 -0.3609 4.7589 -0.026 -0.012 -0.144 0.833
H 4.1332 -0.4604 3.1803 -0.013 -0.051 -0.039 0.730
H 4.7219 0.5866 -1.8175 -0.063 -0.054 -0.050 1.033
H 3.0332 1.3289 -3.7044 0.013 -0.081 0.077 0.671
H 4.9767 -2.0037 2.4089 -0.031 0.045 0.092 0.504
H 7.1928 -2.9243 2.2603 -0.023 0.031 -0.025 0.411
H 7.1313 -2.4128 -1.9830 -0.017 0.006 0.030 0.396
H 4.8924 -1.5077 -1.8352 0.072 -0.049 0.030 0.600
H -3.0502 -2.0283 3.9147 0.067 -0.059 -0.080 0.782
H -3.8937 -3.4083 1.7673 0.112 0.018 0.027 0.742
N 1.1841 1.7826 0.7504 0.173 -0.131 -0.547 -0.207
C 0.6543 3.0615 0.2516 0.031 -0.173 -0.033 -0.578
C -0.0974 2.8108 -1.0402 0.031 -0.121 0.127 0.143
N -0.8786 1.5574 -0.9594 0.230 -0.102 -0.491 -0.533
H 1.3668 1.8331 1.7451 -0.100 -0.025 0.128 0.256
H 2.0805 1.6043 0.3075 0.110 0.024 0.047 0.224
H 1.4450 3.7898 0.0702 0.062 0.066 0.040 0.671
H -0.0071 3.4736 1.0015 -0.021 0.076 0.113 -0.498
H 0.6197 2.7003 -1.8525 -0.017 -0.051 -0.080 -0.031
H -0.7361 3.6611 -1.2741 -0.070 0.044 -0.055 0.777
H -1.0023 1.2319 -1.9129 -0.164 0.030 -0.141 -0.198
H -1.8157 1.7074 -0.5928 -0.041 -0.042 0.036 -0.251
C -1.9201 5.7680 4.8196 0.034 0.015 -0.036 -1.570
C -1.0467 4.8272 3.9940 -0.107 0.064 0.064 -0.203
C -1.2306 3.3619 4.3743 0.185 -0.114 -0.081 -1.204
C -0.4680 2.4079 3.4298 -0.093 0.033 0.131 -0.385
Ge -1.6212 1.6069 1.9996 0.216 0.070 -0.183 0.745
C -2.6348 3.1167 1.1455 0.001 0.117 0.116 -0.732
C -3.7717 3.6677 2.0218 -0.001 -0.022 -0.281 0.010
C -4.6742 4.6556 1.2777 0.122 0.059 0.034 -0.882
C -3.9606 5.9521 0.9014 -0.086 -0.006 -0.020 -0.993
H -1.7308 6.8132 4.5641 -0.020 -0.065 0.030 0.380
H -1.7239 5.6428 5.8883 -0.025 0.012 -0.071 0.422
H -2.9829 5.5714 4.6495 0.058 0.001 0.043 0.304
H 0.0053 5.0956 4.1338 -0.002 -0.010 -0.082 0.534
H -1.2707 4.9571 2.9276 0.054 0.016 0.045 0.057
H -2.2991 3.1216 4.3821 0.040 -0.036 0.065 0.258
H -0.8774 3.2206 5.4017 -0.042 0.028 -0.010 0.714
H -0.0639 1.5645 3.9935 0.035 0.093 -0.004 0.120
H 0.3904 2.9425 3.0076 -0.030 -0.001 0.122 0.976
H -2.7590 1.0699 2.9270 0.033 -0.251 -0.139 -0.179
H -3.0799 2.7486 0.2146 -0.026 0.138 0.035 0.512
H -1.9430 3.9242 0.8841 -0.148 -0.006 -0.027 0.729
H -3.3591 4.1721 2.8984 -0.074 -0.098 -0.016 -0.261
H -4.3872 2.8374 2.3835 0.064 0.024 0.073 0.250
H -5.5336 4.8936 1.9106 -0.004 -0.026 -0.029 0.436
H -5.0633 4.1740 0.3742 -0.054 0.013 0.034 0.349
H -3.4813 6.4000 1.7777 -0.014 -0.020 -0.052 0.183
H -4.6668 6.6807 0.4989 0.056 -0.009 0.009 0.434
H -3.1949 5.7867 0.1403 0.015 0.007 0.046 0.186
I -4.8433 -1.7338 -3.8732 -0.068 0.113 -0.071 0.095
C -4.7649 -0.9484 -1.9453 0.056 0.044 -0.115 -0.729
C -5.7747 -1.1908 -1.0312 -0.036 -0.068 0.092 -0.257
C -5.6712 -0.6010 0.2190 -0.038 -0.051 0.008 -1.283
C -4.5614 0.1771 0.5063 0.056 0.104 0.058 -0.119
N -3.5778 0.4017 -0.3675 -0.256 -0.179 -0.401 0.254
C -3.6982 -0.1404 -1.5814 -0.026 0.059 0.103 -0.304
H -6.6197 -1.8190 -1.2861 0.026 0.057 0.007 0.472
H -6.4463 -0.7398 0.9618 0.049 -0.007 -0.014 0.486
H -4.4580 0.6544 1.4765 0.026 -0.081 -0.060 0.356
H -2.9190 0.0790 -2.3078 -0.049 -0.044 0.088 0.613
```
Positions in Å, forces in eV/Å.

multiplicity: 1
total charge: +1
M: 1617.135 g/mol
LUMO energy (spin up / spin down): -4.278 / -4.282 eV
ΔE to the lowest compared entry with this formula, charge and spin: 14.3 kcal/mol
HOMO (spin up / spin down): -9.21 / -9.23 eV
orbital gap (spin up / spin down): 0.1814 / 0.1819 Ha

***

# 2
Here is a cluster of 2 separate species, HO5S2 in total from the OMol25 dataset. Energies are from the ωB97M-V functional and the def2-TZVPD basis.

```
8
Properties=species:S:1:pos:R:3:forces:R:3:nbo_charge:R:1
O -0.4353 -1.1367 -3.0265 -0.913 -1.477 -0.069 -1.046
O 1.6902 -0.5129 -2.0445 0.289 -0.616 0.761 -1.035
O -2.4200 1.9291 3.4386 0.146 -1.641 -0.985 -0.836
O -0.3026 -0.4530 -0.4929 2.162 -0.934 0.627 -1.011
O -2.3063 -0.5552 3.0639 -0.057 1.108 -0.123 -0.815
S 0.2622 -0.2240 -2.1414 0.111 2.995 -0.780 1.645
S -2.3038 0.7872 2.5337 -0.031 0.502 1.063 1.649
H -1.2263 -0.3969 -0.3686 -1.707 0.062 -0.492 0.448
```
Positions in Å, forces in eV/Å.

multiplicity: 1
total charge: -1
M: 145.137 g/mol
LUMO energy: 1.086 eV
ΔE to the lowest compared entry with this formula, charge and spin: 20.7 kcal/mol
HOMO: -3.48 eV
orbital gap: 0.1678 Ha

***

# 3
Here is an isolated molecule of C4H3N3 from the OMol25 dataset. Energies are from the ωB97M-V functional and the def2-TZVPD basis.

```
10
Properties=species:S:1:pos:R:3:forces:R:3:nbo_charge:R:1
N -0.0516 2.5864 -2.0808 0.079 -0.989 0.810 -0.239
C 0.0469 1.7033 -1.3387 -0.093 1.103 -0.732 0.230
C 0.1328 0.6046 -0.4214 -0.081 0.083 0.102 0.271
N 1.2528 -0.0278 -0.1329 0.046 0.493 0.270 -0.425
C 0.8466 -0.9335 0.7917 0.702 0.403 0.224 -0.002
C -0.5290 -0.9350 1.0516 0.685 -0.275 -0.632 -0.279
N -0.9497 0.1054 0.2159 0.101 -0.062 -0.382 -0.489
H 1.5118 -1.6552 1.2517 0.114 0.084 -0.334 0.221
H -0.3728 -1.9283 0.5089 -1.770 -0.629 0.775 0.280
H -1.8878 0.4801 0.1539 0.218 -0.212 -0.101 0.431
```
Positions in Å, forces in eV/Å.

multiplicity: 1
total charge: 0
M: 93.089 g/mol
LUMO energy: -0.190 eV
ΔE to the lowest compared entry with this formula, charge and spin: 53.3 kcal/mol
HOMO: -9.68 eV
orbital gap: 0.3486 Ha

***

# 4
Here is a structure of composition C11H13LuN2O6 from the OMol25 dataset. Energies are from the ωB97M-V functional and the def2-TZVPD basis.

```
33
Properties=species:S:1:pos:R:3:forces:R:3:nbo_charge:R:1
O 1.3908 1.9772 -5.6005 -1.126 -0.494 2.217 -0.306
C 0.9765 1.5720 -4.5320 1.285 -0.149 -1.705 0.390
Lu -0.6668 -0.7568 -2.2879 0.558 0.488 0.488 2.116
O -0.6634 3.1089 -1.6780 0.690 -1.564 -1.372 -0.338
C -0.2203 2.2713 -2.3837 -0.232 1.409 1.549 0.382
C 0.4183 0.2409 -4.1963 -1.407 -0.949 -1.025 -0.011
O 1.0712 -0.5493 -3.3804 -0.206 -0.097 0.186 -0.737
C 1.1146 2.2668 -3.1795 3.126 3.050 1.182 0.367
O 2.1117 2.7424 -2.6660 -2.588 -1.625 -1.330 -0.306
C -2.2779 1.0323 -2.4414 -4.627 1.781 -0.095 0.328
O -3.1848 1.7519 -2.4887 3.716 -2.433 0.096 -0.318
H -0.4987 -0.1882 -4.7210 0.952 0.599 -0.139 0.184
C -1.5010 -2.4918 0.6308 -0.021 -0.003 -0.230 -0.408
N -0.6554 -1.6469 1.4675 -0.437 0.030 -1.097 -0.385
C -0.7745 -1.7918 2.9085 -0.302 0.057 0.503 -0.215
C 0.4259 -1.1886 3.5761 0.707 -0.207 0.564 -0.435
C 0.7246 0.2044 3.0754 -0.206 0.272 0.500 -0.216
N 0.7265 0.2242 1.6156 -0.570 -0.177 -0.835 -0.360
C 1.3573 1.3374 0.9236 0.425 0.465 -0.290 -0.416
C 0.0053 -0.6331 0.9022 0.440 0.079 0.980 0.819
O -0.0341 -0.5000 -0.3956 -0.293 -0.101 -0.143 -0.896
H -0.9252 -2.9166 -0.2115 -0.064 -0.063 0.331 0.186
H -2.3745 -1.9453 0.2272 0.154 -0.144 0.285 0.200
H -1.8623 -3.3274 1.2422 0.049 0.243 -0.321 0.271
H -1.6946 -1.3126 3.2749 0.092 -0.119 -0.244 0.220
H -0.8415 -2.8591 3.1189 0.009 0.071 0.088 0.238
H 1.3042 -1.8216 3.4164 -0.099 -0.001 -0.015 0.232
H 0.2567 -1.1475 4.6543 0.039 -0.031 -0.101 0.266
H 1.7146 0.5330 3.4081 -0.220 -0.089 -0.040 0.244
H -0.0190 0.9205 3.4702 0.268 -0.132 -0.310 0.222
H 0.6236 2.0322 0.4985 0.038 -0.094 0.262 0.209
H 1.9759 1.8747 1.6457 -0.118 -0.070 -0.197 0.249
H 1.9963 0.9864 0.1064 -0.031 -0.002 0.255 0.225
```
Positions in Å, forces in eV/Å.

multiplicity: 1
total charge: +2
M: 444.200 g/mol
LUMO energy (spin up / spin down): -8.956 / -9.147 eV
ΔE to the lowest compared entry with this formula, charge and spin: 65.1 kcal/mol
HOMO (spin up / spin down): -15.75 / -15.75 eV
orbital gap (spin up / spin down): 0.2498 / 0.2426 Ha

***

# 5
Here is an isolated molecule of C4H5N3O from the OMol25 dataset. Energies are from the ωB97M-V functional and the def2-TZVPD basis.

```
13
Properties=species:S:1:pos:R:3:forces:R:3:nbo_charge:R:1
C -1.6906 -1.2343 0.2123 -0.125 4.584 -1.016 -0.495
C -0.8599 -0.0868 0.0925 0.298 -3.182 1.757 0.251
N -1.0404 1.0348 0.9274 4.471 1.449 -0.746 -0.445
C 0.1728 1.6355 0.8802 -3.148 3.573 1.191 0.221
N 1.1819 1.0386 0.1087 -4.749 -1.836 9.921 -0.386
N 0.5593 -0.0482 -0.2222 -2.315 -5.953 -4.509 -0.281
C 1.1994 -1.0526 -0.8844 -1.190 -4.449 -1.677 0.490
O 0.5737 -2.0685 -1.4999 3.548 5.653 3.411 -0.598
H -2.4150 -0.6380 0.9449 0.180 -2.734 -1.690 0.237
H -1.8611 -1.9806 -0.6569 0.369 1.207 2.222 0.271
H 0.2454 2.7852 1.2580 0.258 -3.237 -0.795 0.221
H 1.5755 1.5397 -0.4845 4.442 5.594 -7.057 0.371
H 2.3590 -0.9246 -0.6760 -2.038 -0.670 -1.011 0.141
```
Positions in Å, forces in eV/Å.

multiplicity: 1
total charge: 0
M: 111.104 g/mol
LUMO energy: -0.048 eV
ΔE to the lowest compared entry with this formula, charge and spin: 142.7 kcal/mol
HOMO: -8.27 eV
orbital gap: 0.3020 Ha

***

> Which of these has the lowest M?

C4H3N3

***

> Which of these has the highest total charge?

C11H13LuN2O6